1.
14
Properties=species:S:1:pos:R:3 method="wB97M-V/def2-TZVPD" de_lowest_kcal_mol=68.22 largest_force_ev_per_a=2.3 charge=0 homo_energy_ev="-7.642 / -7.639"
S -2.52969 0.20619 -0.42320
S 0.72052 2.58952 -0.29638
N 1.00762 0.96827 -0.18452
C 0.32253 -0.07849 -0.45473
C -2.37456 1.23731 0.85579
C 1.13319 -1.35724 -0.33638
C -1.01596 -0.32392 -0.91158
H 1.97614 2.89339 0.06937
H 1.25908 -1.81740 -1.31323
H 2.10962 -1.13942 0.08416
H -1.42360 1.50521 1.26574
H -3.26569 1.70670 1.21731
H -1.12194 -1.20367 -1.52822
H 0.61312 -2.05854 0.31183


2.
12
Properties=species:S:1:pos:R:3 method="wB97M-V/def2-TZVPD" de_lowest_kcal_mol=83.85 largest_force_ev_per_a=2.9 charge=0 homo_energy_ev="-8.163 / -8.161"
Cl -0.63309 -2.03363 -1.89710
N 0.64417 0.29852 0.81722
N 1.40102 0.77338 1.73269
C 0.38456 1.14004 -0.36181
C -0.00305 -0.80405 0.63030
C -0.55994 0.60219 -1.10374
C -0.89567 -0.75781 -0.57867
H 1.70052 0.11139 2.46545
H -2.07299 -0.95412 -0.51375
H -0.98549 1.00341 -2.06595
H 0.89562 2.10802 -0.49504
H 0.12436 -1.48733 1.37041


3.
7
Properties=species:S:1:pos:R:3 method="wB97M-V/def2-TZVPD" de_lowest_kcal_mol=16.83 largest_force_ev_per_a=3.9 charge=0 homo_energy_ev=-9.565
I -2.67460 -1.90584 -0.11815
I -3.55099 1.64348 -0.13936
O -1.96063 0.15172 1.81431
O 0.17370 -1.11171 0.82333
C -2.38662 -0.02574 0.70672
H 0.53798 -1.70829 0.11194
H 0.66289 -1.27006 1.57883